Computed, not measured: an isolated molecule of C9H11NO3S2, with the ωB97M-V functional and the def2-TZVPD basis.

Structure (XYZ):
```
26
Properties=species:S:1:pos:R:3:forces:R:3
C 3.6142 0.7773 -0.5517 1.5 0.2 -0.2
C 2.6420 0.7566 -1.5525 -0.2 1.3 0.1
C 3.3349 0.1237 0.6192 2.5 -0.5 1.3
C 1.3464 0.3168 -1.2679 2.1 -1.0 0.4
C 2.1096 -0.5490 0.8899 0.3 0.6 -1.1
C 1.1499 -0.4870 -0.1273 -0.8 1.1 -1.1
C 1.8988 -1.1549 2.0855 1.5 -1.3 2.8
C -1.4740 -0.4189 -0.4734 -1.5 1.2 0.8
C -3.3441 -1.7033 0.3965 0.1 0.7 -1.0
N -2.4109 1.8744 -1.4334 -0.9 -2.1 1.5
O -2.9943 1.2270 1.1151 0.2 -0.1 -0.4
O -0.6727 1.8958 0.5619 0.6 0.7 0.3
O -2.6241 -1.0529 -0.7121 -0.9 -0.8 -0.3
S -0.2956 -1.4401 0.1139 1.1 -0.1 0.3
S -1.8848 1.2604 0.1938 -0.4 -0.2 -2.6
H 4.6238 1.3150 -0.7641 -1.9 -1.3 0.6
H 2.9458 1.2263 -2.4951 -0.7 -0.2 0.2
H 4.1847 -0.0612 1.3592 -1.4 0.7 -0.8
H 0.6474 0.5164 -2.0216 -1.4 -0.3 -0.7
H 1.0451 -1.6640 2.5323 -0.1 0.4 -0.8
H 2.7918 -1.2274 2.7515 -0.8 0.2 -0.5
H -3.2087 -1.1363 1.3042 -0.3 0.3 0.1
H -3.0635 -2.7245 0.5893 0.5 -0.5 -0.4
H -4.3245 -1.6478 -0.0416 -0.7 -0.2 0.7
H -2.8418 2.8063 -1.4291 0.2 -0.3 0.6
H -3.1954 1.1713 -1.6426 1.3 1.4 0.2
```
Forces are in eV/Å.

Properties
Total energy: -1426.21526 Eh
Orbital gap (spin up / spin down): 0.24566 / 0.25862 Eh
Net charge: 0
Relative energy (zero: lowest compared OMol25 entry of this formula, charge and spin): 63.75 kcal per mole
LUMO (spin up / spin down): -0.02826 / -0.02896 Ha

Here are the Löwdin charges for atoms 1 to 2, given in e: C -0.098; C -0.079

=====

Computed, not measured: a 2-piece molecular cluster, C9H11O3 overall, with the ωB97M-V functional and the def2-TZVPD basis.

Structure (XYZ):
```
23
Properties=species:S:1:pos:R:3:forces:R:3
C 3.2802 0.5042 -1.2675 1.1 -0.7 0.6
C 3.4692 -1.0020 -0.8602 0.4 -0.2 -0.4
O 2.5745 -1.5340 -0.1601 -0.3 0.4 0.0
O 4.5625 -1.5022 -1.2143 -0.4 0.2 0.0
H 3.7309 0.7455 -2.2304 -0.4 -0.2 -0.2
H 3.9918 0.9431 -0.5574 -0.5 0.5 0.1
H 2.2721 0.8738 -1.1408 -0.1 0.2 0.0
C -0.2271 -1.3145 2.1362 -0.6 1.6 -0.8
C -1.0001 0.7695 -0.9712 1.1 -1.1 0.9
C -2.3420 0.9755 -0.7955 -1.2 1.0 -0.5
C -0.2885 0.0215 -0.0021 -0.9 1.0 -0.2
C -0.9651 -0.4120 1.1269 0.0 -1.4 -0.2
C -3.0811 0.5431 0.3284 1.8 0.4 -1.8
C -2.3399 -0.1748 1.2335 -0.4 0.4 1.7
O -2.9646 1.7700 -1.7641 0.9 -0.3 0.0
H -0.4448 1.1244 -1.8275 -0.3 0.2 -0.2
H 0.7824 -0.1320 -0.0787 0.0 -0.3 -0.2
H -4.1090 0.8656 0.3837 -0.2 -0.3 0.5
H -3.8970 1.7506 -1.6113 -0.9 0.0 0.1
H -0.3135 -0.8214 3.1020 0.3 -0.2 0.3
H 0.7997 -1.3333 1.7773 0.2 -0.4 0.4
H -2.8135 -0.3621 2.1975 0.0 -0.5 -0.1
H -0.6772 -2.2983 2.1956 0.1 -0.2 -0.1
```
Forces are in eV/Å.

Properties
Total energy: -575.31837 Eh
Orbital gap: 0.25442 Eh
Net charge: -1
Relative energy (zero: lowest compared OMol25 entry of this formula, charge and spin): 25.14 kcal per mole
LUMO: 0.10269 Ha

Here are the Löwdin charges for atoms 1 to 2, given in e: C -0.046; C -0.785

=====

Computed, not measured: an isolated molecule of C9H11OP, with the ωB97M-V functional and the def2-TZVPD basis.

Structure (XYZ):
```
22
Properties=species:S:1:pos:R:3:forces:R:3
C 1.4302 -1.2576 -1.7101 -0.9 -1.1 -1.1
C 1.2730 -1.7572 -0.4162 3.0 -1.0 0.2
C 0.5708 -0.2599 -2.1181 -0.3 0.5 -0.1
C 0.4543 -1.2108 0.5104 -2.0 1.4 0.9
C -0.3873 0.2987 -1.1837 1.2 -0.6 -1.5
C -0.4333 -0.1716 0.1106 -0.1 -1.3 -0.9
C 0.4685 -1.4948 1.9908 1.2 1.5 -0.2
C -1.2125 1.4469 -1.6384 0.7 -0.7 1.2
C -0.2854 1.9917 1.5093 -2.3 -0.1 1.4
O -2.3499 0.1966 2.2954 -0.2 0.3 -0.5
P -1.3980 0.7657 1.3213 3.0 0.5 -0.4
H 2.0350 -1.8319 -2.4777 -0.4 1.1 1.2
H 2.0787 -2.4500 -0.0631 -1.0 0.2 -0.3
H 0.6770 0.0614 -3.1902 -0.6 0.1 1.3
H 0.1257 -2.4964 2.1816 -0.4 -0.2 0.5
H 1.5700 -1.4342 2.2474 -1.3 0.0 0.4
H -0.1366 -0.6337 2.4844 1.3 -2.2 -0.1
H -1.4730 1.3038 -2.6293 0.3 0.6 -2.4
H -2.1545 1.4750 -1.2006 -1.9 -0.3 1.3
H -0.7769 2.3425 -1.2558 0.5 1.0 -0.8
H -0.5772 2.6728 2.2620 -0.3 0.8 1.2
H 0.5016 2.4431 0.9699 0.6 -0.4 -1.3
```
Forces are in eV/Å.

Properties
Total energy: -766.05813 Eh
Orbital gap: 0.32285 Eh
Net charge: 0
Relative energy (zero: lowest compared OMol25 entry of this formula, charge and spin): 30.05 kcal per mole
LUMO: -0.00920 Ha

Here are the Löwdin charges for atoms 1 to 2, given in e: C -0.089; C -0.081

=====

Computed, not measured: C9H11OPS as an isolated structure, with the ωB97M-V functional and the def2-TZVPD basis.

Structure (XYZ):
```
23
Properties=species:S:1:pos:R:3:forces:R:3
C 2.5501 0.6972 2.4299 2.9 1.0 0.4
C 1.8030 -0.4106 2.1512 3.4 -1.6 0.5
C 2.1827 1.9748 2.0361 -1.1 -0.1 0.1
C 0.7018 -0.3035 1.3703 -3.6 -2.5 -0.2
C 1.0022 2.0806 1.3034 -0.5 -1.0 -0.2
C 0.2538 0.9300 0.8939 1.5 0.8 1.0
C -1.7049 -1.5851 -1.5126 -0.9 -1.2 1.0
C -2.9179 -2.4008 -2.0275 0.1 -0.1 1.2
C -0.0011 0.4223 -1.8781 -2.4 0.6 0.4
O -1.4603 -1.2887 -0.3495 -0.3 -1.8 -0.7
P -1.1220 0.9868 -0.2741 0.2 0.4 -1.6
S -0.9057 -0.8174 -2.7978 -0.1 0.4 -1.3
H 3.6053 0.5435 2.8251 -1.6 0.3 -0.1
H 2.4634 -1.3273 2.3904 -2.3 0.8 -0.3
H 2.7396 2.8618 2.3307 0.0 -0.2 -0.2
H -0.0125 -1.2455 1.2817 1.9 2.1 -0.3
H 0.6010 3.0386 1.0595 0.0 0.6 -0.4
H -3.2365 -3.3845 -1.5024 0.9 1.9 -0.6
H -3.6532 -1.5872 -1.8336 -0.3 -0.9 -0.4
H -2.7761 -2.5619 -3.1016 -0.3 0.0 0.2
H 0.7960 -0.1786 -1.5291 1.5 0.5 0.5
H 0.1502 1.2181 -2.6418 0.5 -0.4 1.0
H -1.0587 2.3375 -0.6243 0.6 0.7 0.1
```
Forces are in eV/Å.

Properties
Total energy: -1164.24368 Eh
Orbital gap: 0.32268 Eh
Net charge: 0
Relative energy (zero: lowest compared OMol25 entry of this formula, charge and spin): 52.42 kcal per mole
LUMO: 0.02646 Ha

Here are the Löwdin charges for atoms 1 to 2, given in e: C -0.136; C -0.133

=====

Computed, not measured: C9H11PS as an isolated structure, with the ωB97M-V functional and the def2-TZVPD basis.

Structure (XYZ):
```
22
Properties=species:S:1:pos:R:3:forces:R:3
C -3.0574 0.7977 -1.6628 -0.9 -1.2 0.8
C -3.2921 -0.2822 -0.7997 2.4 -0.2 0.3
C -1.7634 1.3359 -1.6737 -0.8 1.6 -2.8
C -2.1712 -0.7425 -0.0889 -0.2 -2.0 1.7
C -0.6594 0.7736 -1.0594 0.1 0.4 0.3
C -0.8686 -0.2699 -0.1689 -0.4 -0.1 0.3
C 3.1035 -0.7830 1.0964 -3.6 2.4 -2.5
C 2.6330 0.6004 1.6394 -2.7 0.3 -4.6
C 0.2229 -0.8574 0.6699 1.5 0.5 1.9
P 1.7672 -1.3035 -0.2667 0.7 0.4 1.6
S 0.9302 0.6235 2.3012 -0.5 -2.2 -1.7
H -3.8968 1.0861 -2.3258 0.9 0.4 0.5
H -4.1457 -0.9078 -0.6375 -0.8 0.4 -0.4
H -1.7063 2.2091 -2.4116 0.6 -1.3 1.2
H -2.2399 -1.6421 0.6063 -0.5 1.2 -0.9
H 0.3607 1.1124 -1.2266 -0.4 0.4 0.0
H 3.9955 -0.8320 0.5488 1.6 0.4 -0.4
H 3.0834 -1.4340 1.8716 0.0 -2.3 2.2
H 3.2340 0.9157 2.3879 2.1 1.3 2.3
H 2.4689 1.4136 0.7876 1.4 -1.7 1.6
H 0.0354 -1.7034 1.4248 -0.4 1.4 -1.5
H 1.9660 -0.1102 -1.0124 -0.1 -0.1 0.1
```
Forces are in eV/Å.

Properties
Total energy: -1088.99195 Eh
Orbital gap: 0.30468 Eh
Net charge: 0
Relative energy (zero: lowest compared OMol25 entry of this formula, charge and spin): 51.86 kcal per mole
LUMO: -0.00293 Ha

Here are the Löwdin charges for atoms 1 to 2, given in e: C -0.089; C -0.072

=====

Computed, not measured: an isolated molecule of C9H11PS, with the ωB97M-V functional and the def2-TZVPD basis.

Structure (XYZ):
```
22
Properties=species:S:1:pos:R:3:forces:R:3
S 3.7845 0.3279 -0.6291 0.3 0.2 -0.6
P 2.6011 -0.8941 0.2467 0.2 0.4 0.8
C 1.6096 0.2232 1.3412 0.7 -0.4 -0.3
C 0.7574 1.1995 1.0220 0.5 -1.4 0.7
C 0.3077 1.4765 -0.3620 0.2 2.3 -1.7
C 0.0557 0.4050 -1.3940 0.5 -0.1 0.1
C -0.6738 -0.8188 -0.8187 -2.2 0.8 -0.3
C 0.1583 -1.9738 -0.5079 0.3 -0.6 -1.3
C -0.0516 -2.3787 0.7415 -0.4 1.4 0.1
C -0.9952 -1.4565 1.3945 -0.9 0.1 -3.1
C -1.5081 -0.5987 0.4661 1.7 -0.5 -1.2
H 1.8998 -0.0222 2.3730 -0.5 0.4 -0.1
H 0.3185 1.7065 1.8761 -0.1 0.4 -0.3
H -0.7005 1.9123 -0.4309 0.5 0.9 1.0
H 1.0720 2.1793 -0.8948 -1.4 -0.7 1.1
H 1.0004 0.0505 -1.7237 0.9 -0.4 -0.8
H -0.3892 0.9773 -2.2546 0.0 -1.1 0.7
H -1.3707 -1.1282 -1.6108 -0.2 -0.2 0.1
H 0.6791 -2.4551 -1.3426 0.2 0.0 0.7
H 0.4862 -3.1474 1.2024 0.4 -1.2 0.8
H -1.3648 -1.6413 2.3285 -0.8 -0.1 2.4
H -2.2780 0.1660 0.3398 0.1 -0.3 1.1
```
Forces are in eV/Å.

Properties
Total energy: -1088.95866 Eh
Orbital gap: 0.26562 Eh
Net charge: 0
Relative energy (zero: lowest compared OMol25 entry of this formula, charge and spin): 72.75 kcal per mole
LUMO: -0.03135 Ha
SMILES string: S=P/C=C\CCC1C=CC=C1

Here are the Löwdin charges for atoms 1 to 2, given in e: S 0.146; P 0.446